(1)
{"formula": "C4H7NO2", "method": "wB97M-V/def2-TZVPD", "elements": ["N", "C", "O", "C", "C", "C", "O", "H", "H", "H", "H", "H", "H", "H"], "positions_angstrom": [[-1.3185, -1.9406, 0.7331], [-0.3344, -1.2366, 0.1092], [0.7555, -1.7193, -0.1431], [-0.6834, 0.2019, -0.2540], [0.3919, 1.1501, 0.2197], [1.6295, 1.3026, -0.5351], [0.6152, 2.3026, -0.5766], [-1.1449, -2.9131, 0.9375], [-2.2399, -1.5674, 0.8901], [-1.6615, 0.5025, 0.1395], [-0.7363, 0.2674, -1.3466], [0.4184, 1.3345, 1.2956], [1.7632, 0.7265, -1.4494], [2.5451, 1.5888, -0.0200]], "homo_energy_ev": -10.05, "total_energy_ev": -9845.903, "homo_lumo_gap_ev": 10.86, "e_above_lowest_kj_mol": 132.8, "lumo_energy_ev": 0.81}



(2)
{"formula": "C4H7NO2", "method": "wB97M-V/def2-TZVPD", "elements": ["C", "C", "C", "O", "C", "O", "N", "H", "H", "H", "H", "H", "H", "H"], "positions_angstrom": [[-0.9574, -0.7294, -0.3005], [-0.1278, 0.5178, -0.5314], [-1.3474, 0.5134, 0.4205], [-0.9370, 0.7141, 1.7389], [1.3933, 0.4991, -0.1749], [2.0879, 1.4396, 0.1551], [2.0059, -0.6888, -0.4769], [-1.7234, 0.7373, 2.3003], [-1.6305, -0.9238, -1.1355], [-0.6863, -1.5539, 0.3681], [-0.1972, 1.0016, -1.5088], [-2.4382, 0.6877, 0.2841], [1.5461, -1.5402, -0.7419], [3.0121, -0.6746, -0.3970]], "homo_energy_ev": -9.49, "total_energy_ev": -9845.108, "homo_lumo_gap_ev": 10.23, "e_above_lowest_kj_mol": 209.5, "lumo_energy_ev": 0.74}



(3)
{"formula": "C4H7NO2", "method": "wB97M-V/def2-TZVPD", "elements": ["C", "C", "O", "C", "C", "N", "O", "H", "H", "H", "H", "H", "H", "H"], "positions_angstrom": [[2.7599, 0.0881, 1.0279], [-0.5661, 1.1755, 0.5520], [-0.1664, 0.9509, -0.6889], [-0.9982, 0.0011, -1.3936], [-2.0325, -0.3317, -0.3630], [-3.0052, -1.1170, -0.4520], [-1.6814, 0.4392, 0.7572], [3.5374, -0.0668, 1.7852], [3.2038, 0.5474, 0.1383], [2.3329, -0.8841, 0.7546], [1.9689, 0.7303, 1.4205], [-0.3844, -0.8622, -1.6700], [-1.4308, 0.4686, -2.2845], [-3.5378, -1.1393, 0.4163]], "homo_energy_ev": -9.97, "total_energy_ev": -9844.279, "homo_lumo_gap_ev": 10.72, "e_above_lowest_kj_mol": 289.5, "lumo_energy_ev": 0.75}



| no. | strongest force on any atom (eV/Å) |
| --- | --- |
| 1 | 0.4 |
| 2 | 1.8 |
| 3 | 0.7 |